Version a
The following is a quantum chemistry calculation of a gas-phase ion, C5H10NS (charge +1), from the OMol25 dataset.

Cartesian coordinates (Å):
C1 1.5411 -0.3417 0.6159
C2 0.8156 -1.2859 -0.1107
C3 0.9528 1.0438 0.9419
C4 -0.4139 -0.7593 -0.7483
C5 -0.2518 1.2273 0.0181
N1 -1.7978 -1.2992 -0.1856
S1 -0.3093 2.3621 -1.2389
H1 2.4722 -0.5140 1.1242
H2 1.2537 -2.2942 -0.1799
H3 0.8062 1.2812 2.0383
H4 1.7712 1.6992 0.6939
H5 -0.4157 -0.8158 -1.8799
H6 -1.2269 1.2997 0.4334
H7 -1.6867 -1.5845 0.8718
H8 -1.9304 -2.2157 -0.6026
H9 -2.5088 -0.6428 -0.5699
H10 0.9285 2.8397 -1.2215

Properties
Total charge = +1
HOMO level = -12.44 eV
Orbital gap = 0.3195 Eh
LUMO level = -3.7496 eV


Version b
The following is a quantum chemistry calculation of a gas-phase ion, C5H10NS (charge +1), from the OMol25 dataset.

Cartesian coordinates (Å):
C1 1.1910 0.6685 1.4844
C2 -0.9475 -1.2839 -0.8068
C3 -0.9970 0.0508 -1.5547
C4 0.0996 -1.3481 0.2514
C5 -0.5064 0.9052 -0.3565
N1 0.3109 0.0971 0.5677
S1 1.7385 2.2652 1.4021
H1 1.6385 -0.1530 2.1459
H2 -1.9527 -1.3945 -0.3741
H3 -0.9313 -2.1446 -1.4178
H4 -0.2608 0.1327 -2.3055
H5 -1.9311 0.3714 -1.9120
H6 -0.2222 -1.7988 1.1628
H7 1.0273 -1.8516 0.0859
H8 0.2075 1.7019 -0.7756
H9 -1.3430 1.5301 0.0733
H10 2.8788 2.2518 2.3295

Properties
Total charge = +1
HOMO level = -14.39 eV
Orbital gap = 0.3490 Eh
LUMO level = -4.8892 eV


Energy ordering: version b at the bottom, the next structure 1.693 eV above.


Version a
The following is a quantum chemistry calculation of 8 unconnected molecules or ions with the total composition C29H81N7O8, from the OMol25 dataset.

Cartesian coordinates (Å):
C1 0.7266 -3.6606 2.8174
C2 0.6624 -4.5674 1.5216
C3 1.7885 -4.3389 0.4629
O1 1.6491 -5.2048 -0.6505
C4 0.5102 -5.0058 -1.4169
N1 0.6333 -5.9698 1.9521
H1 1.5264 -3.8928 3.5206
H2 -0.1792 -3.8258 3.4007
H3 0.7463 -2.5938 2.5944
H4 -0.3250 -4.3771 1.1009
H5 2.7737 -4.4706 0.9104
H6 1.7948 -3.3190 0.0784
H7 0.5973 -3.9717 -1.7501
H8 -0.4429 -5.0599 -0.8909
H9 0.5342 -5.6848 -2.2692
H10 1.1924 -6.4793 1.2828
H11 -0.3026 -6.3120 1.7878
C5 -5.1778 1.6293 -1.4874
C6 -4.5724 2.5940 -2.5856
C7 -5.4401 3.8379 -2.9471
O2 -6.6389 3.3159 -3.5823
C8 -6.5750 2.8524 -4.9594
N2 -3.1994 2.9072 -2.3996
H12 -4.4104 0.8654 -1.3619
H13 -6.1177 1.1569 -1.7730
H14 -5.3750 2.1583 -0.5551
H15 -4.5917 2.0315 -3.5190
H16 -4.9666 4.6080 -3.5561
H17 -5.6716 4.3283 -2.0016
H18 -6.8400 3.6612 -5.6403
H19 -7.1698 1.9541 -5.1252
H20 -5.5867 2.5864 -5.3341
H21 -2.9890 3.7495 -2.9156
H22 -3.0162 3.1606 -1.4392
C9 3.2306 4.2509 1.2625
C10 1.7817 3.6660 1.1730
C11 0.9674 3.7258 2.4887
O3 1.5228 2.9163 3.5444
C12 1.5159 1.5152 3.4383
N3 1.1375 4.4309 0.1701
H23 3.2327 5.2614 1.6711
H24 3.7042 4.2499 0.2807
H25 3.8371 3.6528 1.9425
H26 1.8752 2.6392 0.8195
H27 -0.0303 3.3630 2.2415
H28 0.8276 4.7693 2.7710
H29 0.5142 1.0948 3.3490
H30 1.9622 1.0533 4.3189
H31 2.1187 1.2898 2.5586
H32 0.1466 4.2365 0.1498
H33 1.1562 5.3380 0.6138
C13 -4.1925 -4.4670 5.4306
C14 -4.7295 -2.9885 5.4905
C15 -4.3747 -2.1806 4.2574
O4 -2.9701 -2.1164 4.0949
C16 -2.4903 -1.1531 3.2436
N4 -6.1067 -3.0877 5.6403
H34 -4.2514 -4.9540 6.4040
H35 -3.1568 -4.5069 5.0932
H36 -4.7997 -4.9962 4.6962
H37 -4.4178 -2.4800 6.4028
H38 -4.8610 -1.2105 4.3603
H39 -4.7729 -2.6030 3.3349
H40 -1.4766 -0.9465 3.5869
H41 -2.9435 -0.1693 3.3661
H42 -2.5215 -1.4485 2.1949
H43 -6.3538 -3.7432 6.3679
H44 -6.4645 -2.2111 5.9919
C17 -0.9340 1.4039 -5.1523
C18 -1.7359 0.1171 -4.7660
C19 -0.8793 -1.1437 -4.8121
O5 -0.7848 -1.5093 -6.2258
C20 0.4593 -2.0861 -6.5810
N5 -2.1632 0.1587 -3.3554
H45 -0.0247 1.4517 -4.5530
H46 -1.5531 2.2962 -5.0599
H47 -0.5352 1.3735 -6.1663
H48 -2.6021 -0.0581 -5.4039
H49 -1.3646 -1.9611 -4.2787
H50 0.0290 -0.9209 -4.2521
H51 1.2422 -1.4139 -6.2299
H52 0.5627 -2.2395 -7.6552
H53 0.5980 -3.0525 -6.0962
H54 -2.8790 0.8439 -3.1599
H55 -1.2815 0.4251 -2.9410
C21 8.1061 -1.2325 1.7500
C22 8.2536 0.1273 0.8824
C23 6.8548 0.5475 0.3721
O6 7.0553 1.5199 -0.6634
C24 5.7809 1.9960 -1.2219
N6 8.9805 1.0998 1.6979
H56 7.5395 -2.0109 1.2390
H57 7.6160 -0.9742 2.6887
H58 9.0956 -1.5838 2.0426
H59 8.8812 -0.1811 0.0463
H60 6.1302 0.7943 1.1481
H61 6.4596 -0.3225 -0.1525
H62 5.9815 2.6249 -2.0893
H63 5.0919 2.6711 -0.7142
H64 5.1335 1.1781 -1.5381
H65 9.8387 0.7411 2.0916
H66 9.3494 1.8336 1.1101
C25 -0.7104 -0.8056 -0.2933
C26 0.2458 0.3703 -0.2950
C27 1.6968 0.0934 -0.5645
O7 2.2679 -0.7930 0.4464
C28 3.6322 -1.1215 0.2961
N7 -0.2249 1.3598 -1.2161
H67 -1.7750 -0.5971 -0.1870
H68 -0.3510 -1.4073 0.5415
H69 -0.5037 -1.3568 -1.2107
H70 0.3315 0.8461 0.6819
H71 2.3465 0.9652 -0.6409
H72 1.8209 -0.4004 -1.5283
H73 3.8129 -1.6150 -0.6588
H74 4.0598 -1.7149 1.1042
H75 4.2095 -0.1969 0.2974
H76 -1.1644 1.6412 -0.9746
H77 0.2774 2.2361 -1.2080
C29 -2.7837 2.8937 1.4259
O8 -2.1860 3.5982 0.3418
H78 -2.6475 3.4127 2.3747
H79 -3.8693 2.8449 1.3417
H80 -2.3902 1.9014 1.6465
H81 -2.5610 4.4780 0.2587

Properties
HOMO level = -8.53 eV
Orbital gap = 0.3159 Eh
LUMO level = 0.0668 eV
SMILES = COC[C@H](C)N.COC[C@H](C)N.COC[C@H](C)N.COC[C@H](C)N.COC[C@H](C)N.COC[C@H](C)N.COC[C@H](C)N.CO


Version b
The following is a quantum chemistry calculation of 8 unconnected molecules or ions with the total composition C29H81N7O8, from the OMol25 dataset.

Cartesian coordinates (Å):
C1 -14.6890 -25.7743 -4.5788
C2 -15.3668 -24.5010 -4.0705
C3 -14.4243 -23.3375 -3.7918
O1 -15.0977 -22.3211 -3.0359
C4 -14.3249 -21.0653 -2.9878
N1 -16.3900 -24.1904 -5.0904
H1 -15.0889 -26.6539 -4.0743
H2 -13.6497 -25.7605 -4.2505
H3 -14.6785 -26.0015 -5.6448
H4 -15.8974 -24.7912 -3.1636
H5 -14.1855 -22.8501 -4.7370
H6 -13.5032 -23.6167 -3.2801
H7 -14.9696 -20.1962 -3.1194
H8 -13.5522 -21.0626 -3.7566
H9 -13.8474 -20.9182 -2.0191
H10 -16.7669 -23.4018 -4.5844
H11 -15.9026 -23.7799 -5.8740
C5 -7.0314 -25.8829 -0.8339
C6 -6.7179 -24.4430 -1.3006
C7 -7.7039 -23.3561 -1.0879
O2 -7.2757 -22.0602 -1.6034
C8 -8.2000 -20.9904 -1.3036
N2 -5.3778 -24.2026 -0.6731
H12 -8.0372 -26.2112 -1.0958
H13 -6.9685 -26.0567 0.2404
H14 -6.2976 -26.6316 -1.1324
H15 -6.4307 -24.4627 -2.3519
H16 -8.0179 -23.1659 -0.0616
H17 -8.5831 -23.6618 -1.6550
H18 -8.0760 -20.6951 -0.2618
H19 -9.2224 -21.2907 -1.5331
H20 -7.9785 -20.1004 -1.8926
H21 -5.4283 -24.4457 0.3059
H22 -4.8615 -23.3551 -0.8612
C9 -12.2995 -13.2968 -6.2166
C10 -11.1886 -14.3132 -6.0515
C11 -9.9304 -13.8514 -5.3017
O3 -10.3925 -13.3691 -4.1027
C12 -9.3861 -13.3525 -3.0775
N3 -11.6108 -15.6055 -5.4488
H23 -11.8669 -12.3637 -6.5775
H24 -12.8132 -13.1311 -5.2696
H25 -13.0738 -13.6512 -6.8969
H26 -10.8702 -14.5497 -7.0668
H27 -9.4209 -13.0578 -5.8482
H28 -9.1790 -14.6317 -5.1810
H29 -8.8857 -14.2803 -2.8002
H30 -9.8430 -12.9381 -2.1789
H31 -8.7159 -12.5585 -3.4071
H32 -12.5963 -15.8140 -5.5227
H33 -11.4894 -15.4262 -4.4623
C13 -5.5231 -21.3570 -4.2072
C14 -6.8734 -20.7698 -4.7093
C15 -7.0620 -19.2997 -4.7850
O4 -8.4917 -19.0906 -4.7289
C16 -9.0410 -18.1962 -5.7208
N4 -7.0578 -21.3272 -6.1006
H34 -5.3865 -22.4280 -4.3569
H35 -5.4281 -21.1709 -3.1374
H36 -4.7439 -20.7887 -4.7151
H37 -7.5427 -21.2554 -3.9991
H38 -6.5713 -18.8717 -5.6592
H39 -6.4990 -18.8956 -3.9437
H40 -10.1085 -18.4119 -5.7662
H41 -8.7289 -18.5131 -6.7160
H42 -8.8461 -17.1279 -5.6270
H43 -7.9595 -20.9948 -6.4113
H44 -7.1846 -22.3262 -6.1782
C17 -9.7741 -15.0002 2.3857
C18 -8.4696 -15.6699 1.8581
C19 -8.2615 -15.1444 0.4003
O5 -9.2124 -15.4997 -0.5796
C20 -9.0901 -16.6749 -1.3255
N5 -7.4582 -15.1721 2.7622
H45 -9.5391 -13.9605 2.6134
H46 -10.0791 -15.5153 3.2966
H47 -10.5414 -14.9612 1.6125
H48 -8.6346 -16.7383 1.9976
H49 -7.3174 -15.5110 -0.0026
H50 -8.0414 -14.0806 0.3107
H51 -9.7924 -16.5612 -2.1513
H52 -9.4493 -17.4163 -0.6118
H53 -8.1268 -17.0339 -1.6880
H54 -7.5234 -15.7997 3.5509
H55 -7.7935 -14.3145 3.1773
C21 -11.0950 -25.1846 -1.3964
C22 -11.5215 -24.8119 0.1137
C23 -12.2093 -23.4043 0.2520
O6 -11.3278 -22.3135 0.0343
C24 -11.7452 -21.0036 0.1630
N6 -12.5085 -25.8074 0.4777
H56 -11.8522 -25.6329 -2.0396
H57 -10.3274 -25.9560 -1.3341
H58 -10.7215 -24.3457 -1.9835
H59 -10.6107 -24.8409 0.7117
H60 -12.5721 -23.2890 1.2733
H61 -13.0940 -23.3095 -0.3776
H62 -12.3795 -20.6118 -0.6321
H63 -10.8915 -20.3640 0.3871
H64 -12.2897 -20.9101 1.1026
H65 -12.1530 -26.6242 0.0018
H66 -13.3217 -25.5261 -0.0510
C25 -13.8872 -22.6191 -9.1994
C26 -14.0094 -21.8073 -7.9417
C27 -13.8812 -20.2583 -8.0782
O7 -13.9177 -19.5770 -6.8122
C28 -13.7535 -18.1468 -6.9504
N7 -15.1530 -22.3037 -7.2473
H67 -13.5845 -23.6280 -8.9190
H68 -13.1633 -22.3004 -9.9493
H69 -14.8492 -22.7178 -9.7022
H70 -13.1592 -22.0548 -7.3061
H71 -14.7184 -19.8716 -8.6593
H72 -12.9801 -20.0195 -8.6430
H73 -14.5516 -17.6982 -7.5418
H74 -12.8722 -17.8839 -7.5354
H75 -13.7035 -17.5683 -6.0279
H76 -15.3830 -21.4999 -6.6807
H77 -15.8248 -22.4433 -7.9885
C29 -11.3015 -18.7418 -3.1265
O8 -10.8168 -19.9990 -3.3569
H78 -11.5503 -18.6722 -2.0676
H79 -10.5895 -17.9439 -3.3377
H80 -12.2550 -18.4981 -3.5950
H81 -9.9732 -19.8693 -3.7964

Properties
HOMO level = -8.88 eV
Orbital gap = 0.3456 Eh
LUMO level = 0.5231 eV
SMILES = COC[C@H](C)N.COC[C@H](C)N.COC[C@H](C)N.COC[C@H](C)N.COC[C@H](C)N.COC[C@H](C)N.COC[C@H](C)N.CO


Energy ordering: version a at the bottom, the next structure 0.809 eV above.